{
  "formula": "C5H8NO3P",
  "method": "ωB97M-V with the def2-TZVPD basis set",
  "smiles": "NP(O)(O)=Cc1ccco1",
  "e_tot_ev": -22235.4688,
  "multiplicity": 1,
  "homo_lumo_gap_ev": 7.054,
  "species": ["O", "O", "H", "C", "H", "P", "C", "H", "C", "O", "C", "H", "C", "H", "H", "N", "H", "H"],
  "coordinates": [[-2.12206, 1.97874, -1.29275], [-0.84255, 2.38069, 0.84476], [3.01019, -2.66044, 0.64344], [1.99992, -1.04191, -0.72073], [2.63139, -0.70086, -1.54833], [-1.10026, 1.30348, -0.22473], [2.27466, -1.93222, 0.33157], [-2.32670, -0.49739, 0.17685], [0.83191, -0.41878, -0.42100], [0.31201, -0.89145, 0.69765], [0.12383, 0.58950, -1.13696], [-2.33127, 1.38880, -2.06674], [1.22833, -1.77628, 1.17250], [-1.67892, 0.23549, 1.51973], [0.79064, 1.10364, -1.91203], [-2.14189, 0.32543, 0.58780], [1.06891, -2.16470, 2.14257], [-1.72814, 2.77826, 1.20639]],
  "atomic_forces_ev_per_a": [[0.0, 0.0, -0.7], [-1.9, 2.9, 2.1], [0.5, 0.3, -0.7], [1.2, 0.9, -1.5], [-0.3, -0.5, 0.4], [-1.3, -1.1, -4.4], [-0.9, -0.5, 1.6], [-0.8, -3.7, -1.5], [0.7, 0.2, -1.8], [0.1, -0.5, 1.4], [0.5, 1.1, -0.1], [0.6, 0.8, 1.3], [0.4, -0.8, 0.4], [-1.0, -0.7, -0.9], [-1.6, -0.4, 1.2], [1.8, 3.4, 3.6], [-0.4, -0.4, 0.6], [2.3, -0.9, -0.8]],
  "nbo_charge": [-1.0045, -0.9908, 0.2315, -0.3732, 0.2187, 2.2240, -0.2928, 0.3928, 0.3021, -0.4594, -1.0276, 0.5200, 0.0260, 0.4018, 0.2722, -1.1538, 0.1889, 0.5240]
}

=====

{
  "formula": "C5H8NOP",
  "method": "ωB97M-V with the def2-TZVPD basis set",
  "smiles": "C=C=N/C=C\\[P@H](C)=O",
  "e_tot_ev": -18138.2727,
  "multiplicity": 1,
  "homo_lumo_gap_ev": 9.844,
  "species": ["H", "O", "H", "C", "C", "C", "N", "H", "H", "H", "H", "C", "P", "H", "C", "H"],
  "coordinates": [[-1.02074, -1.69724, 0.15510], [-1.83365, 1.65997, -1.25124], [-0.20257, -0.16783, 2.64260], [-1.38280, -1.11624, -0.71359], [1.23378, -0.15302, 1.36702], [0.61073, 0.95747, -1.11606], [2.02187, 0.61575, 0.84314], [-1.07644, 0.90725, 0.83656], [-0.68417, -1.27122, -1.65039], [-2.39570, -1.34248, -1.06687], [0.23521, -1.85084, 2.08944], [0.40706, -0.83620, 2.05734], [-1.08360, 0.67619, -0.52071], [2.83317, 1.30840, -1.03906], [1.81205, 0.87802, -0.50629], [0.52581, 1.43201, -2.12699]],
  "atomic_forces_ev_per_a": [[-0.4, 0.3, -0.7], [-2.5, 1.6, -1.7], [-0.6, -0.2, 0.2], [1.4, 0.3, -2.1], [1.5, 0.4, 0.1], [1.0, 0.1, -0.2], [0.4, -1.1, 0.1], [-0.1, 0.1, 0.6], [-1.3, -0.3, 1.8], [0.2, 0.1, 0.5], [0.2, -2.0, 0.2], [-0.9, 1.4, 1.1], [2.1, -1.3, 0.9], [-2.9, -1.3, 1.2], [1.6, 2.8, -2.7], [0.3, -0.7, 0.8]],
  "nbo_charge": [0.2540, -1.0907, 0.2543, -1.0147, 0.4543, -0.6266, -0.4617, -0.1229, 0.2495, 0.2613, 0.2443, -0.6398, 1.7544, 0.2135, 0.0075, 0.2632]
}

=====

{
  "formula": "C5H8NS",
  "method": "ωB97M-V with the def2-TZVPD basis set",
  "smiles": "C=[N+]1C=C(C)SC1",
  "e_tot_ev": -17631.3915,
  "multiplicity": 1,
  "total_charge": 1,
  "homo_lumo_gap_ev": 8.270,
  "species": ["H", "H", "H", "S", "H", "H", "H", "H", "C", "N", "C", "C", "C", "H", "C"],
  "coordinates": [[-0.60671, -1.77521, 1.39197], [3.16141, 0.47898, 0.28898], [-2.71647, 0.71623, -0.30619], [1.32061, -1.58391, -0.10997], [2.49893, 1.19445, -1.04588], [-0.49641, 1.52795, 0.31599], [-0.91754, -2.73118, -0.16752], [-3.12505, -0.98081, -0.42374], [-2.35515, -0.24976, -0.21027], [-1.14029, -0.46764, 0.00041], [2.31700, 0.92871, 0.00543], [-0.19095, 0.53264, 0.22010], [-0.48565, -1.77425, 0.24339], [2.37200, 1.76706, 0.71173], [1.12000, 0.09510, 0.03180]],
  "atomic_forces_ev_per_a": [[0.5, -0.6, -1.6], [3.2, -2.7, 0.9], [-0.2, 2.0, 0.1], [-1.3, -0.8, -0.2], [-0.1, 0.6, 0.3], [-0.4, 1.2, 0.1], [0.1, 1.5, 0.0], [0.6, -0.6, 0.3], [-1.9, -1.3, -0.9], [1.4, -0.8, 0.0], [-1.5, 2.5, -1.1], [3.2, -1.3, -0.9], [-0.1, -1.1, 2.2], [-0.9, 0.3, -0.6], [-2.5, 1.0, 1.3]],
  "nbo_charge": [0.2594, 0.2467, 0.2164, 0.4468, 0.2658, 0.2453, 0.2832, 0.2316, 0.0403, -0.2194, -0.6807, -0.1502, -0.3803, 0.2657, -0.0706]
}

=====

{
  "formula": "C5H8NS2",
  "method": "ωB97M-V with the def2-TZVPD basis set",
  "e_tot_ev": -28467.7605,
  "multiplicity": 1,
  "total_charge": 1,
  "homo_lumo_gap_ev": 8.645,
  "species": ["H", "C", "H", "H", "H", "S", "H", "H", "S", "H", "C", "N", "C", "C", "H", "C"],
  "coordinates": [[2.24407, 1.42829, -1.31612], [1.42813, 1.01592, -0.73691], [-2.71398, -1.94696, 0.13726], [-3.34216, -0.50625, -0.67449], [1.71023, 0.18738, 1.74860], [-0.11075, -1.35117, -0.53051], [0.31920, 2.79867, -0.88320], [-3.14574, -0.49326, 1.06681], [-1.14823, 1.34971, 0.27173], [2.26680, -0.96000, -0.90130], [0.36631, 1.78085, -0.52800], [2.10044, -0.43570, 1.05921], [-2.70394, -0.85904, 0.13901], [-1.33638, -0.32275, -0.03715], [2.40882, -1.32734, 1.41298], [1.65720, -0.35833, -0.22792]],
  "atomic_forces_ev_per_a": [[0.1, 0.1, 0.0], [0.0, 0.2, -0.1], [0.0, 0.0, 0.0], [0.0, 0.0, 0.0], [0.0, 0.0, 0.0], [-0.2, 0.5, 0.1], [0.1, 0.1, 0.0], [0.0, 0.0, 0.1], [0.1, -0.4, -0.3], [-0.1, 0.0, 0.0], [-0.2, -0.2, 0.3], [0.0, 0.0, 0.4], [-0.4, -0.2, 0.1], [1.1, 0.1, -0.1], [0.1, 0.0, 0.0], [-0.6, -0.3, -0.3]],
  "nbo_charge": [0.2609, -0.2043, 0.2610, 0.2780, 0.4009, 0.3914, 0.2663, 0.2685, 0.5181, 0.2454, -0.3550, -0.7688, -0.6937, -0.2406, 0.4105, -0.0386]
}

=====

{
  "formula": "C5H8O",
  "method": "ωB97M-V with the def2-TZVPD basis set",
  "smiles": "C=C[C@H](C)C=O",
  "e_tot_ev": -7360.1694,
  "multiplicity": 1,
  "homo_lumo_gap_ev": 10.472,
  "species": ["H", "O", "C", "C", "H", "H", "H", "H", "C", "H", "H", "C", "C", "H"],
  "coordinates": [[-0.46866, -0.27352, -2.05628], [-0.49401, 0.80256, 1.81691], [1.59967, -0.26022, 0.39153], [-0.46580, 1.15712, 0.62892], [2.14680, -0.82185, -0.36803], [1.20103, -0.97185, 1.11760], [2.29951, 0.39407, 0.91719], [-2.32894, -1.44318, -0.89655], [-1.51548, -0.90148, -0.43211], [-1.57611, -1.25092, 0.58911], [-1.19968, 1.93377, 0.43026], [0.48505, 0.52905, -0.24863], [-0.55520, -0.20874, -0.98603], [0.87181, 1.31518, -0.90389]],
  "atomic_forces_ev_per_a": [[-0.3, 0.6, -0.5], [-0.1, 0.4, -1.2], [0.1, -0.3, 0.3], [0.0, 0.6, 6.0], [0.0, 0.1, 0.0], [0.0, 0.1, -0.1], [-0.1, 0.0, -0.1], [0.3, 0.2, -1.2], [-1.4, -2.1, 1.0], [0.4, 1.1, 0.7], [0.1, 0.2, -1.3], [0.6, 0.9, -1.4], [0.3, -1.6, -2.1], [0.2, -0.2, -0.2]],
  "nbo_charge": [0.2138, -0.5777, -0.5892, 0.4114, 0.2116, 0.2315, 0.2212, 0.2042, -0.3645, 0.2091, 0.1596, -0.3747, -0.1800, 0.2238]
}

=====

{
  "formula": "C5H8O",
  "method": "ωB97M-V with the def2-TZVPD basis set",
  "smiles": "C=C=O.C=CC",
  "e_tot_ev": -7359.4453,
  "multiplicity": 1,
  "homo_lumo_gap_ev": 10.064,
  "species": ["H", "C", "H", "O", "H", "H", "H", "H", "C", "C", "C", "C", "H", "H"],
  "coordinates": [[1.34702, -0.64583, 1.73258], [1.73864, -0.29305, -0.68557], [-3.43654, -1.47003, -1.12037], [-1.71992, 0.43999, 0.82370], [2.80721, -0.61284, -0.62605], [1.61785, -0.06908, -1.75851], [-4.11388, 0.02439, -1.34072], [0.98158, -1.00767, -0.38934], [-3.29720, -0.44839, -0.84254], [-2.50347, -0.00584, 0.06068], [1.45000, 0.43492, 1.52816], [1.73179, 0.78641, 0.28910], [1.48020, 1.11911, 2.28926], [1.91672, 1.74791, 0.03963]],
  "atomic_forces_ev_per_a": [[-0.3, 0.8, 0.2], [1.5, -0.4, -1.8], [0.8, -0.8, 0.4], [-1.6, -1.0, -1.3], [-0.9, -0.9, -0.2], [-0.3, 0.4, 0.5], [-0.1, 1.3, 0.2], [0.4, -0.6, -0.1], [-1.6, -1.1, -1.3], [2.3, 1.6, 1.9], [0.5, -1.6, -1.1], [-1.5, -2.0, 1.4], [-0.1, 1.4, 2.0], [0.6, 3.0, -0.8]],
  "nbo_charge": [0.1805, -0.6543, 0.2684, -0.4533, 0.2213, 0.2131, 0.2716, 0.2177, -0.8073, 0.7203, -0.3908, -0.1695, 0.1900, 0.1924]
}